DFT (ωB97M-V/def2-TZVPD) results for C20H48F3MgO9S5 as an isolated structure.

XYZ file:
```
86
C20H48F3MgO9S5 (ωB97M-V/def2-TZVPD)
Mg -2.541 -1.449 -2.362
C -0.246 -0.879 0.097
O -0.514 0.454 0.374
O -0.934 -1.135 -1.098
C 1.299 -1.101 0.406
F 1.555 -0.912 1.678
F 1.774 -2.292 0.092
F 2.017 -0.174 -0.217
C -1.113 0.812 1.642
C -1.053 2.319 1.660
H -1.883 2.630 1.025
H -1.102 2.774 2.649
H -0.133 2.715 1.229
H -0.518 0.580 2.526
H -2.114 0.417 1.815
H -0.685 -1.471 0.900
C -2.526 -5.372 -2.947
S -1.139 -4.270 -3.374
O -1.811 -2.884 -3.211
C -0.148 -4.626 -1.856
H -3.157 -5.677 -3.782
H -3.197 -4.839 -2.274
H -2.194 -6.258 -2.405
H 0.737 -3.994 -1.922
H 0.192 -5.660 -1.907
H -0.645 -4.514 -0.892
C -0.142 2.360 -2.010
S 0.592 3.792 -2.855
O 1.291 3.323 -4.157
C -0.930 4.770 -3.301
H 0.484 1.923 -1.233
H -0.335 1.601 -2.769
H -1.103 2.646 -1.582
H -0.501 5.695 -3.689
H -1.407 4.858 -2.325
H -1.717 4.352 -3.928
C -5.289 1.476 -0.258
S -3.797 1.622 -1.355
O -3.488 0.175 -1.805
C -4.541 2.441 -2.767
H -6.000 0.822 -0.762
H -5.704 2.438 0.044
H -5.002 0.848 0.585
H -4.728 3.452 -2.404
H -5.556 2.101 -2.974
H -4.015 2.326 -3.714
C 2.276 2.192 3.847
S 3.576 0.885 3.842
O 4.923 1.464 3.455
C 3.545 0.509 5.763
H 1.680 2.050 2.945
H 2.676 3.205 3.885
H 1.700 2.220 4.772
H 3.537 1.421 6.360
H 4.428 -0.082 6.005
H 2.641 -0.049 6.007
C 5.544 -0.697 -0.758
S 6.131 -1.170 0.986
O 6.086 0.103 1.845
C 4.696 -2.188 1.584
H 5.085 -1.551 -1.257
H 6.356 -0.356 -1.400
H 4.827 0.124 -0.759
H 5.027 -2.776 2.439
H 4.170 -2.846 0.892
H 3.851 -1.584 1.915
C -3.594 -1.861 4.265
C -4.443 -0.673 3.967
O -4.240 -0.072 2.929
C -5.565 -0.211 4.881
H -3.132 -1.765 5.248
H -2.780 -1.802 3.542
H -4.222 -2.735 4.093
H -5.426 0.840 5.131
H -5.412 -0.768 5.805
H -6.541 -0.442 4.453
C 2.624 -0.059 -3.120
C 2.970 0.178 -4.562
O 2.071 0.500 -5.365
C 4.460 0.136 -4.983
H 2.641 -1.142 -2.997
H 1.656 0.308 -2.779
H 3.433 0.104 -2.408
H 4.826 -0.618 -5.679
H 5.020 -0.110 -4.080
H 4.863 1.100 -5.296
```

Summary:
expectation value of S²	0.7509
LUMO energy (alpha / beta)	0.192 / 0.160	eV
HOMO energy (alpha / beta)	-3.680 / -7.983	eV
E_tot	-107711.832	eV
2S+1	2
total charge	0

Mulliken atomic charge list, values in e, 6 entries:
1. Mg 0.4076
2. C -0.2925
3. O 0.0734
4. O -0.0393
5. C 0.7513
6. F -0.3452